Entry 1:
# C43H50AsFN3O7PPbSSi

C43H50AsFN3O7PPbSSi as an isolated structure (the ωB97M-V functional and the def2-TZVPD basis, OMol25).

Structure (XYZ):
```
109
Properties=species:S:1:pos:R:3:lowdin_charge:R:1
Pb 0.594 -0.008 0.133 1.127
S 3.251 0.138 -0.503 0.482
C 4.070 1.638 -0.121 -0.717
C 5.478 1.579 -0.098 -0.149
C 6.260 2.701 0.073 -0.114
C 5.664 3.948 0.235 -0.119
C 4.283 4.027 0.249 -0.147
C 3.474 2.899 0.101 -0.400
As 1.526 3.083 0.114 1.268
C 1.512 4.830 -0.806 -0.394
C 1.806 4.800 -2.169 -0.117
C 1.793 5.960 -2.925 -0.093
C 1.480 7.175 -2.327 -0.111
C 1.176 7.214 -0.974 -0.102
C 1.188 6.048 -0.220 -0.115
C 1.149 3.672 1.950 -0.395
C 1.987 4.450 2.742 -0.110
C 1.606 4.812 4.026 -0.092
C 0.384 4.397 4.539 -0.103
C -0.451 3.605 3.764 -0.087
C -0.066 3.242 2.483 -0.129
H 5.935 0.608 -0.244 0.085
H 7.340 2.609 0.075 0.091
H 6.262 4.845 0.339 0.086
H 3.820 5.001 0.357 0.085
H 2.050 3.851 -2.635 0.112
H 2.018 5.917 -3.984 0.098
H 1.470 8.087 -2.911 0.091
H 0.924 8.157 -0.503 0.094
H 0.944 6.085 0.836 0.094
H 2.957 4.756 2.371 0.089
H 2.272 5.417 4.632 0.095
H 0.097 4.667 5.548 0.097
H -1.395 3.257 4.163 0.104
H -0.702 2.586 1.896 0.063
C 1.778 -2.087 4.453 -0.173
Si 1.167 -0.391 3.848 0.361
C 0.722 0.613 5.431 -0.187
C 2.680 0.506 3.176 -0.182
N -0.066 -0.571 2.679 -0.157
C -1.149 -1.351 2.940 -0.359
C -1.644 -1.667 4.233 -0.065
C -2.756 -2.461 4.449 -0.130
C -3.460 -3.011 3.386 -0.138
C -3.014 -2.730 2.099 -0.049
C -1.914 -1.928 1.908 -0.243
F -1.543 -1.689 0.618 -0.040
H 2.598 -2.020 5.172 0.016
H 2.118 -2.670 3.593 0.026
H 0.963 -2.651 4.913 0.014
H 1.218 1.587 5.431 0.001
H 1.037 0.080 6.333 0.014
H -0.352 0.800 5.517 0.006
H 3.367 0.736 3.995 0.031
H 2.424 1.450 2.694 -0.004
H 3.217 -0.107 2.450 0.005
H -1.112 -1.263 5.084 0.073
H -3.070 -2.662 5.468 0.087
H -4.317 -3.652 3.544 0.079
H -3.509 -3.146 1.229 0.109
O 0.107 -1.154 -4.168 -0.006
C 0.222 -1.334 -2.953 -0.618
O -0.148 -0.496 -2.062 -0.246
C 0.791 -2.691 -2.509 -0.030
C 1.037 -3.579 -3.517 0.054
C 1.477 -4.894 -3.284 -0.166
C 1.602 -5.347 -1.980 0.062
C 1.348 -4.492 -0.937 -0.064
C 1.032 -3.079 -1.129 -0.280
O 1.038 -2.310 -0.138 -0.186
N 1.437 -5.049 0.393 -0.350
O 0.785 -4.560 1.293 0.085
O 2.151 -6.043 0.551 0.017
N 1.735 -5.778 -4.366 -0.377
O 1.623 -5.362 -5.515 0.029
O 2.072 -6.938 -4.121 0.013
H 0.870 -3.255 -4.534 0.121
H 1.875 -6.370 -1.777 0.122
C -3.909 1.161 2.116 -0.127
C -3.928 2.184 0.975 -0.555
C -5.352 2.550 0.565 -0.122
P -2.722 1.644 -0.370 1.088
C -2.611 3.233 -1.369 -0.568
C -1.601 2.987 -2.495 -0.125
C -2.164 4.422 -0.520 -0.125
C -3.670 0.575 -1.599 -0.529
C -4.361 -0.601 -0.904 -0.116
C -4.636 1.256 -2.570 -0.121
H -4.410 1.566 3.002 0.073
H -2.883 0.906 2.390 0.056
H -4.411 0.232 1.842 0.063
H -3.455 3.090 1.367 0.076
H -5.906 1.675 0.225 0.056
H -5.359 3.298 -0.230 0.062
H -5.890 2.966 1.424 0.070
H -3.589 3.472 -1.797 0.081
H -0.623 2.767 -2.066 0.042
H -1.508 3.872 -3.131 0.076
H -1.873 2.135 -3.119 0.067
H -1.269 4.172 0.052 0.036
H -2.940 4.750 0.174 0.063
H -1.916 5.269 -1.167 0.076
H -2.844 0.152 -2.183 0.090
H -5.173 -0.273 -0.253 0.055
H -3.649 -1.169 -0.311 0.048
H -4.788 -1.270 -1.655 0.077
H -5.471 1.730 -2.052 0.058
H -5.047 0.497 -3.242 0.074
H -4.139 2.002 -3.189 0.056
```

Summary:
Energy relative to the best compared isomer or geometry (same formula, charge and spin) ... 0.7380 eV
Gap between HOMO and LUMO ... 0.227 Ha
Molecular weight ... 1113.13 Da
HOMO ... -2.4 eV
Charge ... -2
LUMO ... 0.140 hartree


Entry 2:
# C43H50BBrN4O25PS2

A 6-piece molecular cluster, C43H50BBrN4O25PS2 overall at a distorted geometry (the ωB97M-V functional and the def2-TZVPD basis, OMol25).

Structure (XYZ):
```
127
Properties=species:S:1:pos:R:3:lowdin_charge:R:1
C 6.613 0.189 -0.197 -0.069
C 5.156 0.288 -0.621 -0.256
O 4.240 0.266 0.472 -0.157
C 4.345 -0.876 1.282 -0.221
C 3.087 -0.938 2.136 -0.120
C 1.775 -1.035 1.399 -0.465
N 1.375 -1.887 0.490 -0.017
C 2.163 -2.994 -0.061 -0.041
C 2.328 -4.257 0.839 -0.631
N 1.124 -5.062 0.717 0.091
N 3.577 -4.864 0.356 0.105
N 2.511 -4.061 2.253 0.102
C 0.072 -1.569 -0.144 -0.293
B 0.380 -0.803 -1.588 -0.587
C 1.617 0.156 -1.730 0.034
O -0.439 -1.056 -2.642 0.122
P -0.972 -3.029 -0.670 0.495
O -0.323 -3.749 -1.766 -0.232
O -2.351 -2.314 -1.025 -0.090
O -1.405 -3.968 0.544 -0.120
C -0.692 -0.525 0.749 -0.835
S -1.394 0.859 -0.194 0.916
C -1.704 -1.091 1.756 -0.251
C -2.156 -0.076 2.838 -0.292
C -1.693 -0.430 4.259 -0.582
Br -0.734 1.049 5.107 0.640
S 0.678 0.193 1.783 1.145
H 6.880 -0.839 0.060 0.075
H 6.808 0.799 0.686 0.088
H 7.271 0.502 -1.004 0.084
H 4.913 -0.519 -1.324 0.118
H 4.980 1.240 -1.118 0.126
H 5.199 -0.811 1.967 0.137
H 4.510 -1.779 0.686 0.115
H 3.184 -1.721 2.882 0.115
H 3.040 0.003 2.689 0.118
H 3.141 -2.643 -0.374 0.121
H 1.626 -3.294 -0.964 0.116
H 1.037 -5.465 -0.212 0.099
H 1.211 -5.828 1.379 0.102
H 3.517 -5.873 0.456 0.091
H 3.648 -4.705 -0.646 0.049
H 1.838 -3.457 2.702 0.075
H 3.464 -3.825 2.478 0.081
H 1.281 1.184 -1.895 0.089
H 2.133 -0.150 -2.646 0.093
H 2.339 0.137 -0.916 0.040
H -0.773 -0.251 -3.057 0.120
H -3.072 -2.956 -0.937 0.115
H -0.690 -4.106 1.184 0.054
H -2.678 0.807 0.186 -0.062
H -1.240 -1.940 2.266 0.107
H -2.578 -1.468 1.233 0.107
H -3.246 -0.057 2.842 0.119
H -1.848 0.939 2.585 0.060
H -2.529 -0.613 4.922 0.038
H -1.019 -1.281 4.287 0.052
C -3.494 -1.309 -8.009 0.078
C -3.219 -0.172 -7.354 -0.234
C -2.062 -0.059 -6.390 -0.316
O -1.896 1.019 -5.842 0.088
C -1.234 -1.219 -6.157 0.066
C -1.510 -2.362 -6.802 -0.228
C -2.658 -2.472 -7.783 -0.308
O -2.810 -3.550 -8.324 0.115
O -0.821 -3.479 -6.651 0.127
O -3.925 0.942 -7.487 0.121
H -4.319 -1.399 -8.701 0.139
H -0.417 -1.124 -5.456 0.123
H -1.239 -4.137 -7.243 0.124
H -3.500 1.606 -6.910 0.119
C -0.445 -0.967 10.098 0.079
C -1.317 -0.792 9.095 -0.233
C -1.481 -1.802 7.983 -0.312
O -2.311 -1.550 7.125 0.065
C -0.653 -2.987 7.990 0.068
C 0.222 -3.163 8.991 -0.233
C 0.373 -2.161 10.117 -0.309
O 1.191 -2.431 10.975 0.116
O 1.024 -4.208 9.091 0.123
O -2.104 0.268 8.987 0.117
H -0.324 -0.250 10.897 0.139
H -0.772 -3.702 7.187 0.132
H 1.537 -4.078 9.915 0.125
H -2.631 0.141 8.175 0.116
C -2.848 5.659 -1.887 0.088
C -2.918 4.331 -1.730 -0.224
C -4.077 3.661 -1.024 -0.304
O -4.052 2.441 -0.927 0.051
C -5.142 4.483 -0.505 0.075
C -5.080 5.816 -0.662 -0.221
C -3.922 6.481 -1.371 -0.277
O -3.978 7.691 -1.457 0.105
O -6.002 6.649 -0.226 0.142
O -1.982 3.502 -2.178 0.094
H -2.023 6.146 -2.388 0.142
H -5.964 3.995 -0.001 0.138
H -5.728 7.555 -0.481 0.116
H -2.281 2.599 -1.963 0.060
C -5.751 12.384 -0.336 0.071
C -5.122 13.567 -0.266 -0.234
C -3.700 13.753 -0.745 -0.314
O -3.232 14.873 -0.644 0.107
C -2.993 12.610 -1.281 0.072
C -3.618 11.425 -1.354 -0.228
C -5.050 11.244 -0.888 -0.304
O -5.537 10.133 -0.999 0.092
O -3.041 10.332 -1.827 0.110
O -5.675 14.666 0.221 0.121
H -6.767 12.244 0.003 0.135
H -1.973 12.750 -1.610 0.135
H -3.696 9.605 -1.796 0.075
H -4.996 15.366 0.143 0.122
C 5.822 -6.821 -1.640 0.067
C 4.808 -6.768 -2.509 -0.235
C 4.516 -7.877 -3.492 -0.312
O 3.549 -7.713 -4.214 0.111
C 5.382 -9.034 -3.508 0.079
C 6.406 -9.095 -2.643 -0.231
C 6.684 -7.994 -1.644 -0.306
O 7.624 -8.148 -0.891 0.120
O 7.251 -10.109 -2.581 0.130
O 3.952 -5.748 -2.596 0.074
H 6.038 -6.031 -0.932 0.128
H 5.174 -9.819 -4.222 0.140
H 7.889 -9.902 -1.870 0.125
H 3.328 -5.993 -3.313 0.123
```

Summary:
Gap between HOMO and LUMO ... 0.266 Ha
Molecular weight ... 1208.70 Da
HOMO ... -10.6 eV
Charge ... +1
LUMO ... -0.124 hartree